Entry 1:
DFT (ωB97M-V/def2-TZVPD) results for 14 unconnected molecules or ions with the total composition C31H63N14O21 in a non-equilibrium geometry.

Element x y z (Å)
O  -2.130  0.066  1.140
O  -5.297  -2.171  4.709
O  1.626  -7.094  -0.535
O  -0.127  -0.613  5.397
O  0.609  4.104  -2.957
O  6.037  4.823  2.969
O  2.407  -4.754  3.619
O  2.056  -2.557  4.211
O  5.895  3.363  1.580
O  0.742  -5.581  0.619
O  3.882  -2.212  0.288
O  -1.797  2.139  -4.146
O  4.207  -0.243  1.126
O  -3.015  4.630  -1.433
O  0.547  1.120  4.385
O  -3.417  -2.095  3.377
O  0.175  1.674  -4.765
O  2.144  4.554  -1.408
O  -2.272  4.695  4.319
O  -4.484  2.991  -1.217
O  -2.803  2.998  3.221
N  -3.994  3.890  -1.878
N  1.088  4.697  -2.017
N  -1.016  -0.150  0.436
N  0.656  0.285  5.316
N  -4.071  -1.717  4.409
N  1.249  -6.624  0.531
N  -2.791  4.192  3.334
N  2.640  0.784  -4.303
N  -0.850  2.393  -4.787
N  1.876  -3.782  4.181
N  4.425  -1.483  1.098
N  -4.893  -2.342  -1.224
N  5.401  4.065  2.440
N  1.229  -3.853  -3.304
C  -0.881  3.628  -5.558
C  1.060  -2.821  -4.294
C  -4.252  -2.857  -2.347
C  -0.449  1.137  -0.132
C  -4.158  -0.489  -2.490
C  -3.557  -0.641  5.314
C  0.351  0.750  -1.491
C  0.181  5.867  -1.601
C  -3.802  4.889  2.481
C  -1.038  -3.887  -3.820
C  0.539  -1.567  -0.943
C  3.401  -0.029  -4.999
C  -1.527  -2.526  0.290
C  -3.697  -1.761  -3.117
C  -0.409  -1.485  0.305
C  1.420  -7.434  1.718
C  3.173  1.575  -3.302
C  -0.426  -2.730  -4.574
C  0.321  -1.749  1.540
C  0.659  -4.187  5.034
C  -1.582  1.953  -0.676
C  4.862  0.264  -4.479
C  1.335  -0.356  -1.173
C  4.718  1.365  -3.470
C  0.092  -4.581  -3.056
C  1.916  0.384  6.119
C  3.986  3.827  2.913
C  -4.879  4.353  -2.972
C  5.357  -2.037  2.111
C  0.442  1.871  0.816
C  -4.870  -0.957  -1.233
H  1.678  0.839  -4.472
H  0.976  -8.505  1.492
H  -4.252  4.575  -3.939
H  2.777  2.274  -2.793
H  -0.272  6.215  -2.467
H  -5.425  5.242  -2.422
H  -1.958  -2.485  1.301
H  2.564  -0.451  5.800
H  -5.264  -2.932  -0.388
H  -0.018  1.939  1.703
H  -1.366  2.866  -1.159
H  2.121  -0.524  -1.952
H  4.272  3.253  3.691
H  0.024  -5.423  -2.335
H  -0.260  -3.767  4.668
H  0.836  -4.023  6.139
H  -0.931  -2.107  -5.064
H  1.427  1.532  1.162
H  -4.801  5.031  2.985
H  2.903  -0.707  -5.800
H  0.551  -5.168  4.755
H  -2.078  -4.035  -3.640
H  -0.175  -1.351  2.578
H  -5.381  -0.121  -0.570
H  -0.458  5.520  -0.741
H  3.590  3.275  2.065
H  -2.580  -0.968  5.234
H  -4.011  4.102  1.487
H  -0.038  -1.870  -1.917
H  -2.996  -1.824  -4.071
H  -3.776  0.218  4.838
H  1.995  -2.236  -4.648
H  1.236  -1.400  1.772
H  0.574  3.014  0.392
H  -1.071  -3.515  0.093
H  0.813  6.720  -1.035
H  -3.791  -0.909  6.243
H  0.479  -2.839  1.834
H  5.874  -0.147  -4.709
H  1.577  -0.010  7.187
H  -5.505  3.563  -3.253
H  -4.052  0.465  -2.702
H  2.312  1.491  6.103
H  -0.318  0.470  -2.384
H  -2.141  -2.576  -0.530
H  1.234  -2.311  -0.924
H  0.737  -6.974  2.502
H  -0.641  4.517  -5.135
H  5.891  -3.066  1.781
H  4.646  -2.434  2.908
H  2.033  -0.206  -0.352
H  -2.174  1.323  -1.361
H  2.128  -3.906  -3.200
H  5.849  -1.329  2.675
H  3.182  4.649  3.505
H  5.668  1.702  -3.141
H  -2.115  2.218  0.359
H  -1.953  3.679  -5.863
H  -3.283  5.836  2.257
H  2.438  -7.608  2.039
H  -0.048  3.463  -6.095
H  0.698  1.686  -1.780
H  -4.174  -3.915  -2.346

Computed properties:
ΔE to the lowest compared entry with this formula, charge and spin = 51.2 kcal per mole
Highest occupied orbital energy = -9.01 eV
Electronic energy = -3563.714848 a.u.
Gap between HOMO and LUMO = 3.731 eV
Net charge = +1
Strongest force on any atom = 12.9 eV Å⁻¹


Entry 2:
DFT (ωB97M-V/def2-TZVPD) results for a molecular structure, C31H64F6NO10P3PdSSi2Te.

Element x y z (Å)
Te  -0.054  -1.825  0.874
Pd  0.234  0.809  -0.104
S  2.701  -2.568  -5.865
P  3.505  0.195  -0.152
P  -0.106  2.921  1.958
P  -2.164  2.687  -0.238
Si  -1.861  -4.692  -0.006
Si  2.060  -2.972  3.269
F  4.517  1.290  0.385
F  2.602  1.337  -0.903
F  2.551  0.396  1.165
F  4.345  -0.041  -1.481
F  4.278  -0.996  0.612
F  2.396  -0.931  -0.683
O  -0.005  -2.337  -1.033
O  -0.070  1.440  2.078
O  0.944  3.388  0.911
O  -1.155  3.385  -1.209
O  2.703  -3.500  -6.950
O  3.453  -1.353  -5.883
O  -2.114  1.199  -0.166
O  -3.574  3.259  -0.653
O  0.064  -0.291  -2.004
O  0.197  3.749  3.251
N  1.120  -2.155  -5.672
C  -1.223  3.506  -2.674
C  -1.892  4.819  -3.013
C  -1.724  3.445  1.340
C  3.773  -5.355  -0.610
C  2.961  -5.363  -2.993
C  -4.795  2.573  -0.203
C  1.029  5.834  0.897
C  -1.484  -3.312  1.279
C  3.124  -3.416  -4.374
C  -0.288  -5.538  -0.545
C  -5.268  1.668  -1.318
C  -2.914  -5.904  0.945
C  0.623  -3.658  4.255
C  2.435  -1.232  3.798
C  -1.881  2.306  -3.321
C  0.709  -1.376  -4.519
C  -2.867  -3.978  -1.404
C  0.109  -1.503  -2.073
C  3.543  -4.668  -1.929
C  2.980  4.427  1.734
C  2.754  -4.749  -4.215
C  -1.469  4.728  4.704
C  1.596  -2.975  1.407
C  3.542  -4.093  3.358
C  -5.786  3.652  0.169
C  0.268  -2.262  -3.352
C  3.720  -2.713  -3.340
C  3.926  -3.346  -2.121
C  -0.901  2.269  4.905
C  1.823  4.552  0.770
C  -0.402  3.661  4.585
H  1.399  -3.983  1.037
H  -0.685  -2.756  -3.567
H  0.200  5.847  0.188
H  -1.753  4.532  1.244
H  -1.812  4.785  5.737
H  -0.096  -0.699  -4.809
H  3.880  -4.189  4.392
H  -1.787  2.399  -4.403
H  0.908  -3.750  5.305
H  0.233  -5.962  0.318
H  -5.396  4.288  0.962
H  2.838  -5.761  -0.214
H  2.673  -1.203  4.863
H  -1.398  5.646  -2.505
H  -6.176  1.147  -1.015
H  0.494  -2.871  -6.012
H  4.023  -1.685  -3.484
H  0.434  3.906  5.239
H  2.642  4.528  2.765
H  -2.388  -3.136  -1.901
H  4.194  -4.668  0.125
H  -2.408  -2.787  1.530
H  3.284  -0.833  3.244
H  2.314  -5.286  -5.045
H  -2.481  3.134  2.066
H  2.678  -6.401  -2.862
H  -1.749  1.991  4.275
H  1.591  -0.558  3.623
H  -6.007  4.275  -0.698
H  -0.546  -6.377  -1.197
H  -4.539  1.969  0.672
H  -2.369  -6.343  1.783
H  0.647  5.958  1.911
H  4.370  -3.685  2.774
H  -0.117  1.526  4.773
H  3.320  -5.095  2.985
H  -2.943  4.803  -2.725
H  1.677  6.682  0.675
H  -0.248  -2.996  4.220
H  0.400  -4.894  -1.092
H  -1.108  -3.788  2.189
H  2.183  4.436  -0.252
H  3.705  5.216  1.527
H  -6.715  3.198  0.514
H  0.317  -4.651  3.917
H  -1.233  2.251  5.944
H  -3.836  -3.639  -1.029
H  4.463  -6.192  -0.722
H  -3.063  -4.748  -2.154
H  3.475  3.464  1.607
H  -1.402  1.379  -3.009
H  4.394  -2.794  -1.314
H  -1.075  5.703  4.420
H  -4.503  0.928  -1.554
H  -2.943  2.263  -3.078
H  -3.819  -5.438  1.337
H  -2.331  4.497  4.075
H  0.991  -3.057  -3.163
H  -1.825  4.990  -4.088
H  -5.492  2.256  -2.209
H  -3.222  -6.722  0.290
H  1.551  -0.750  -4.221
H  2.427  -2.537  0.851
H  -0.169  3.538  -2.952

Computed properties:
Highest occupied orbital energy (alpha / beta) = -11.18 / -11.18 eV
Electronic energy = -5023.419390 a.u.
Gap between HOMO and LUMO (alpha / beta) = 7.781 / 7.699 eV
Spin multiplicity = 2
Expectation value of S² = 0.753
Net charge = +1
Strongest force on any atom = 0.5 eV Å⁻¹